Record 1
Molecular formula: H16O8
Method: DFT, wB97M-V/def2-TZVPD

Cartesian coordinates (Å):
O  -0.501  -1.104  -0.582
H  0.315  -1.024  -1.036
H  -0.295  -1.066  0.359
O  0.436  2.394  -1.251
H  0.150  2.830  -0.486
H  0.147  1.494  -1.043
O  -0.951  1.338  4.220
H  -1.366  2.007  3.561
H  -0.013  1.363  4.059
O  -1.939  2.896  1.355
H  -2.762  2.446  0.978
H  -2.079  3.812  1.057
O  -2.790  -2.926  1.385
H  -1.881  -2.897  1.032
H  -2.919  -2.135  1.887
O  1.872  -3.753  -0.671
H  1.630  -3.825  -1.640
H  1.218  -3.257  -0.217
O  2.613  2.537  -0.800
H  3.001  2.539  -1.724
H  2.437  3.411  -0.440
O  1.446  -2.007  -3.364
H  1.691  -2.824  -2.929
H  0.539  -2.249  -3.711

Results
E: -611.43285 hartree
2S+1: 1
Net charge: 0
HOMO: -9.523 eV

***

Record 2
Molecular formula: H16O8
Method: DFT, wB97M-V/def2-TZVPD

Cartesian coordinates (Å):
O  1.144  -2.179  1.117
H  0.955  -1.312  0.758
H  1.653  -2.005  1.910
O  -2.685  2.035  0.207
H  -2.143  1.396  -0.256
H  -2.804  2.748  -0.421
O  -0.359  -0.288  0.472
H  0.517  0.076  0.602
H  -0.707  0.189  -0.282
O  0.684  -1.389  -1.409
H  1.083  -0.520  -1.378
H  1.294  -1.915  -1.927
O  -1.577  0.704  -1.095
H  -1.020  1.458  -1.285
H  -1.265  0.019  -1.685
O  -3.429  -0.486  -0.166
H  -2.504  -0.415  0.069
H  -3.807  -1.044  0.515
O  2.246  1.569  1.452
H  3.129  1.838  1.200
H  2.078  0.782  0.933
O  2.269  -0.447  0.532
H  2.028  -0.274  -0.379
H  3.221  -0.539  0.515

Results
E: -611.23525 hartree
2S+1: 1
Net charge: 0
HOMO: -9.695 eV

***

Record 3
Molecular formula: H16O8
Method: DFT, wB97M-V/def2-TZVPD

Cartesian coordinates (Å):
O  -29.545  -41.742  9.584
H  -30.293  -41.698  8.907
H  -28.810  -41.183  9.058
O  -33.472  -39.683  6.366
H  -33.802  -39.054  6.940
H  -34.123  -40.242  6.087
O  -30.336  -40.503  4.700
H  -30.623  -41.294  4.083
H  -30.299  -40.562  5.588
O  -35.168  -41.743  5.651
H  -34.464  -42.134  5.950
H  -35.106  -41.735  4.673
O  -33.394  -43.383  7.050
H  -33.859  -43.660  7.921
H  -33.391  -44.287  6.558
O  -30.380  -43.273  4.315
H  -30.846  -44.124  4.538
H  -30.039  -43.266  5.210
O  -31.730  -37.668  9.498
H  -31.650  -38.353  10.123
H  -32.145  -38.159  8.819
O  -31.366  -41.442  7.327
H  -32.037  -42.128  7.135
H  -32.011  -40.690  7.223

Results
E: -611.44018 hartree
2S+1: 1
Net charge: 0
HOMO: -10.402 eV

***

Record 4
Molecular formula: H16O8
Method: DFT, wB97M-V/def2-TZVPD

Cartesian coordinates (Å):
O  -1.175  -1.749  0.845
H  -0.786  -2.053  1.741
H  -0.971  -2.637  0.348
H  -0.463  -1.164  0.482
O  -0.089  -0.247  -0.274
H  0.424  0.237  0.301
O  1.353  1.532  -1.348
H  0.559  1.077  -0.921
H  0.884  2.189  -1.919
O  0.843  2.550  2.491
H  1.434  1.751  2.463
H  0.970  2.964  3.388
O  -1.621  0.560  -1.674
H  -0.713  0.395  -1.197
H  -2.077  -0.202  -2.149
O  0.391  -1.505  -2.433
H  -0.586  -1.719  -2.488
H  0.365  -0.867  -1.713
O  -1.586  1.925  1.156
H  -1.001  2.193  1.795
H  -1.012  1.237  0.640
O  1.406  -2.440  0.372
H  1.103  -1.571  0.180
H  2.349  -2.457  -0.087

Results
E: -611.32974 hartree
2S+1: 1
Net charge: 0
HOMO: -9.718 eV

***

Record 5
Molecular formula: H16O8
Method: DFT, wB97M-V/def2-TZVPD

Cartesian coordinates (Å):
O  -0.361  -0.338  0.313
H  0.405  0.029  -0.128
H  -1.081  -0.201  -0.302
O  0.537  -0.510  3.002
H  -0.253  -0.618  3.532
H  0.213  -0.427  2.105
O  2.181  0.221  -1.021
H  2.398  -0.039  -0.126
H  2.830  -0.227  -1.564
O  -2.936  -2.474  -0.002
H  -2.715  -1.811  -0.655
H  -2.477  -2.194  0.790
O  -1.951  2.580  0.298
H  -2.636  1.926  0.161
H  -1.762  2.537  1.236
O  -2.421  -0.946  -2.385
H  -1.616  -1.240  -2.812
H  -3.098  -1.537  -2.716
O  2.731  -1.229  1.295
H  1.989  -1.076  1.880
H  3.448  -0.727  1.682
O  2.165  2.951  -1.870
H  2.672  3.215  -1.103
H  1.741  2.134  -1.608

Results
E: -611.51215 hartree
2S+1: 1
Net charge: 0
HOMO: -10.827 eV

***

Record 6
Molecular formula: H16O8
Method: DFT, wB97M-V/def2-TZVPD

Cartesian coordinates (Å):
O  11.084  0.853  -2.652
H  11.782  0.289  -2.984
H  10.521  0.266  -2.148
O  13.148  -0.689  -3.830
H  14.091  -0.545  -3.750
H  13.043  -1.637  -3.749
O  17.504  1.789  -4.131
H  17.892  2.082  -3.307
H  17.490  2.572  -4.682
O  15.079  5.217  -4.616
H  14.622  4.376  -4.634
H  15.522  5.268  -5.463
O  12.976  5.073  -7.213
H  13.694  4.480  -6.991
H  13.384  5.938  -7.255
O  14.215  2.677  -4.731
H  13.451  2.316  -4.281
H  14.650  1.916  -5.115
O  10.347  3.328  -3.297
H  10.819  2.577  -2.936
H  10.317  3.161  -4.239
O  14.672  0.315  -6.804
H  14.646  1.014  -7.457
H  15.596  0.070  -6.752

Results
E: -611.49778 hartree
2S+1: 1
Net charge: 0
HOMO: -10.313 eV